--- w ---
Density functional theory data (wB97M-V/def2-TZVPD) for C6H9NO as an isolated structure.

Its spin multiplicity is 1. The value obtained for the gap between HOMO and LUMO is 0.333 hartree. The value obtained for the highest occupied orbital energy is -8.3 eV.

Structure (XYZ):
```
17
C6H9NO | the OMol25 dataset | wB97M-V/def2-TZVPD
C -0.33662 -1.72327 -0.26060
C 2.07920 1.02910 -0.22800
C -1.21656 0.65044 0.15122
C 1.09714 -0.05460 -0.32026
N -2.31575 1.12614 0.80178
C -0.54092 -0.51714 0.67360
C 0.92565 -1.23048 -0.89545
O -0.65660 1.34471 -0.72531
H -2.88595 0.51976 1.36537
H -2.70647 1.99889 0.48762
H -0.76018 -0.75076 1.71260
H 1.62555 -1.76974 -1.52214
H -0.15126 -2.62733 0.32343
H -1.16580 -1.91945 -0.95085
H 1.87168 1.80646 -0.96465
H 3.07924 0.62670 -0.40943
H 2.05766 1.49058 0.76108
```

Mulliken atomic charge list, values in e, 6 entries: -0.514, -1.155, 0.474, 0.517, -0.401, -0.377

--- x ---
Density functional theory data (wB97M-V/def2-TZVPD) for one molecule with the formula C6H9NO.

Its spin multiplicity is 1. The value obtained for the gap between HOMO and LUMO is 0.326 hartree. The value obtained for the highest occupied orbital energy is -8.3 eV. Its SMILES is C=C/C=[N+](/[O-])C(=C)C.

Structure (XYZ):
```
17
C6H9NO | the OMol25 dataset | wB97M-V/def2-TZVPD
C -2.66560 0.76578 -0.01002
C -1.41763 0.58374 -0.42056
C -0.27404 1.44904 -0.20908
N 0.91298 1.04185 0.08329
O 1.90642 1.70203 0.28933
C 1.08769 -0.40145 -0.08120
C 1.37768 -0.87652 -1.26965
C 1.02204 -1.29458 1.12897
H -3.49509 -0.02356 -0.07455
H -2.90550 1.59554 0.56761
H -1.04604 -0.28520 -0.77624
H -0.54450 2.46386 -0.21107
H 1.41300 -1.98048 -1.32330
H 1.50904 -0.16009 -2.14554
H 1.68340 -1.00263 1.81779
H 1.43756 -2.34027 0.95243
H -0.00138 -1.23704 1.68180
```

Mulliken atomic charge list, values in e, 6 entries: -0.804, -0.346, -0.308, 0.706, -0.694, 0.079

Short version: w is the most stable of them.

--- w ---
Density functional theory data (wB97M-V/def2-TZVPD) for one molecule with the formula C6H9NO.

Its spin multiplicity is 1. The value obtained for the gap between HOMO and LUMO is 0.324 hartree. The value obtained for the highest occupied orbital energy is -7.9 eV. Its SMILES is CN1CC=C[C@H]1C=O.

Structure (XYZ):
```
17
C6H9NO | the OMol25 dataset | wB97M-V/def2-TZVPD
C -1.33966 -1.19921 -1.02698
N -0.13599 -0.54506 -0.64043
C 0.65361 0.15052 -1.59910
C 1.71080 0.84624 -0.82286
C 1.64982 0.50772 0.44347
C 0.37766 -0.36089 0.70251
C -0.67213 0.24990 1.75925
O -1.76558 0.74028 1.47325
H -1.30638 -1.49877 -2.11947
H -1.49350 -2.14414 -0.45729
H -2.31710 -0.71044 -0.83573
H -0.01371 0.91829 -2.09314
H 1.10859 -0.60470 -2.32531
H 2.56178 1.19124 -1.39667
H 2.25487 0.92134 1.26364
H 0.43311 -1.35135 1.15470
H -0.43169 0.00595 2.76853
```

Mulliken atomic charge list, values in e, 6 entries: -0.927, 0.100, -0.367, -0.596, -0.348, -0.209

--- x ---
Density functional theory data (wB97M-V/def2-TZVPD) for C6H9NO as an isolated structure.

Its spin multiplicity is 1. The value obtained for the gap between HOMO and LUMO is 0.368 hartree. The value obtained for the highest occupied orbital energy is -9.0 eV.

Structure (XYZ):
```
17
C6H9NO | the OMol25 dataset | wB97M-V/def2-TZVPD
C -1.41454 -0.29355 -0.54337
C -0.75821 1.05743 -0.09312
C -0.68564 -0.74783 0.68585
C 0.84493 -0.83719 0.46517
C 1.33120 -0.42129 -0.89918
C 0.79350 0.92116 -0.35831
H -2.50353 -0.21399 -0.47821
H -1.17237 -0.70825 -1.60198
H -1.31747 1.94979 -0.41895
H -0.52030 0.88136 2.08250
H -0.95723 -1.52277 1.33529
H 1.36751 -1.71794 0.88805
H 0.86949 -0.86812 -1.82490
H 2.47533 -0.45346 -0.84594
H 1.26561 1.90936 -0.52818
N -1.01934 0.57825 1.27943
O 1.40107 0.48705 0.85583
```

Mulliken atomic charge list, values in e, 6 entries: -0.800, -0.233, -0.219, -0.112, -0.670, -0.021

--- y ---
Density functional theory data (wB97M-V/def2-TZVPD) for one molecule with the formula C6H9NO.

Its spin multiplicity is 1. The value obtained for the gap between HOMO and LUMO is 0.331 hartree. The value obtained for the highest occupied orbital energy is -8.4 eV. Its SMILES is CC(=O)/C=C\N1CC1.

Structure (XYZ):
```
17
C6H9NO | the OMol25 dataset | wB97M-V/def2-TZVPD
C -2.83586 0.00834 -0.15608
C -1.37999 -0.30128 -0.04337
O -0.99626 -1.47357 -0.10731
C -0.68630 0.97605 0.08667
C 0.62221 1.18821 -0.03789
N 1.41332 0.25500 -0.49683
C 1.52183 -1.14137 0.11179
C 2.74798 -0.16430 0.09551
H -2.95303 -0.13928 1.13514
H -3.14766 -1.11763 -0.50107
H -3.21599 0.92889 -0.60126
H -1.39239 1.96012 0.48806
H 0.96419 2.30411 -0.23724
H 0.97118 -1.64121 0.97481
H 1.68410 -1.64081 -0.78442
H 3.50718 -0.37132 -0.73932
H 3.17549 0.37004 0.81281
```

Mulliken atomic charge list, values in e, 6 entries: -1.131, 0.941, -0.629, -0.437, -0.104, -0.145

--- z ---
Density functional theory data (wB97M-V/def2-TZVPD) for C6H9NO as an isolated structure.

Its spin multiplicity is 1. The value obtained for the gap between HOMO and LUMO is 0.350 hartree. The value obtained for the highest occupied orbital energy is -8.5 eV.

Structure (XYZ):
```
17
C6H9NO | the OMol25 dataset | wB97M-V/def2-TZVPD
C 1.00176 -1.21730 -1.32464
C -0.64755 -0.05347 -0.57057
C -1.03262 1.11477 0.50980
C -0.70839 0.32540 1.65673
C 0.66999 0.38137 1.19412
C 0.78703 -0.33540 -0.20854
H 0.43945 -2.14149 -1.39692
H 2.00756 -1.16684 -1.79033
H -0.60422 -0.93025 -2.65091
H -1.60039 -0.66513 -0.29884
H -1.71278 1.77602 0.21946
H -0.41310 1.29301 2.48333
H -1.08182 -0.70490 1.98031
H 1.31942 0.39902 2.01320
H 1.34406 0.54080 -0.39288
N -0.07913 -0.36817 -2.08455
O 0.31073 1.75257 0.66123
```

Mulliken atomic charge list, values in e, 6 entries: -0.439, -0.244, -0.543, -0.458, -0.351, 0.027

Short version: w is the most stable of them.

--- w ---
Density functional theory data (wB97M-V/def2-TZVPD) for C6H9NO as an isolated structure.

Its spin multiplicity is 1. The value obtained for the gap between HOMO and LUMO is 0.361 hartree. The value obtained for the highest occupied orbital energy is -9.6 eV.

Structure (XYZ):
```
17
C6H9NO | the OMol25 dataset | wB97M-V/def2-TZVPD
C -0.39731 2.01211 0.08667
C 0.28533 0.72005 0.25166
C 1.76164 0.60433 0.14801
C -0.33538 -0.46116 0.03015
C 0.06684 -1.85688 0.37198
C -1.82205 -0.31933 -0.07894
H -1.54613 1.77151 0.83487
H 0.35266 2.90975 0.62921
H -0.61553 2.22934 -1.14154
H 2.31591 0.59888 1.24221
H 2.24031 1.60212 -0.45164
H 1.65183 -0.71862 -1.27458
H -0.56838 -2.42876 1.14301
H 0.02020 -2.50196 -0.57757
H 1.17379 -1.85615 0.84596
N -2.94741 -0.18801 -0.31332
O 2.28159 -0.56059 -0.48922
```

Mulliken atomic charge list, values in e, 6 entries: -1.099, 0.601, -0.584, 0.790, -1.139, -0.351

--- x ---
Density functional theory data (wB97M-V/def2-TZVPD) for one molecule with the formula C6H9NO.

Its spin multiplicity is 1. The value obtained for the gap between HOMO and LUMO is 0.361 hartree. The value obtained for the highest occupied orbital energy is -9.0 eV. Its SMILES is O=C1[C@H]2CC[C@@H]1NC2.

Structure (XYZ):
```
17
C6H9NO | the OMol25 dataset | wB97M-V/def2-TZVPD
O 2.64226 -0.53677 0.09691
C 1.39360 -0.35292 -0.03820
C 0.43146 -0.17261 -1.13608
C -0.80476 -1.09978 -0.51714
C -0.80647 -0.67084 1.03142
C 0.50239 0.14843 1.10407
N 0.10020 1.39531 0.64149
C -0.13545 1.17028 -0.79266
H 0.91420 -0.72418 -2.01052
H -1.70879 -0.95327 -1.22016
H -0.71222 -2.10390 -0.41896
H -1.73785 -0.18929 1.32507
H -0.90423 -1.60235 1.67851
H 0.95613 0.23907 2.01688
H 1.01398 2.08482 0.44171
H 0.14703 2.34734 -1.14064
H -1.29148 1.02066 -1.06171
```

Mulliken atomic charge list, values in e, 6 entries: -0.621, 0.271, -0.019, -0.785, -0.874, -0.017

--- y ---
Density functional theory data (wB97M-V/def2-TZVPD) for one molecule with the formula C6H9NO.

Its spin multiplicity is 1. The value obtained for the gap between HOMO and LUMO is 0.379 hartree. The value obtained for the highest occupied orbital energy is -9.4 eV. Its SMILES is O=C1CC[C@H]2CCN12.

Structure (XYZ):
```
17
C6H9NO | the OMol25 dataset | wB97M-V/def2-TZVPD
O 0.08099 0.82131 2.60494
C -0.14644 0.03378 1.68896
C -1.50907 -0.39830 1.06082
C -1.29621 -0.50852 -0.47004
C 0.19166 -0.73613 -0.52691
C 0.89435 0.42037 -1.23469
C 1.54434 0.88822 0.05366
N 0.90741 -0.35174 0.76671
H -1.74394 -1.42659 1.30194
H -2.37253 0.25130 1.13889
H -2.06569 -1.29356 -0.96595
H -1.71791 0.25198 -1.34466
H 0.84234 -1.61448 -0.90220
H 1.76439 -0.15065 -1.80684
H 0.37563 1.15784 -1.83062
H 1.55715 1.84109 0.34181
H 2.69352 0.81408 0.12417
```

Mulliken atomic charge list, values in e, 6 entries: -0.581, 0.421, -0.440, -0.897, 0.222, -0.587

--- z ---
Density functional theory data (wB97M-V/def2-TZVPD) for one molecule with the formula C6H9NO.

Its spin multiplicity is 1. The value obtained for the gap between HOMO and LUMO is 0.325 hartree. The value obtained for the highest occupied orbital energy is -7.9 eV. Its SMILES is C#C/C(C)=C(/C)ON.

Structure (XYZ):
```
17
C6H9NO | the OMol25 dataset | wB97M-V/def2-TZVPD
C -1.37092 1.08222 2.31539
C -0.80896 0.81162 1.28584
C -0.27967 0.50195 0.00981
C -0.81546 1.35795 -1.11416
C 0.28411 -0.70037 -0.26647
C 0.35792 -1.31433 -1.63000
O 0.97699 -1.44793 0.63981
N 1.33947 -0.73074 1.82534
H -1.72250 1.35512 3.26608
H -0.11263 1.38582 -1.94427
H -0.99408 2.36570 -0.74610
H -1.76474 0.97733 -1.49420
H 1.04595 -0.76912 -2.27811
H 0.72140 -2.33464 -1.53332
H -0.62472 -1.31460 -2.09547
H 1.96975 -1.37255 2.29925
H 1.79811 0.14657 1.46058
```

Mulliken atomic charge list, values in e, 6 entries: 0.134, -0.327, 0.133, -1.532, 0.591, -1.222

Short version: y is the most stable of them.

--- w ---
Density functional theory data (wB97M-V/def2-TZVPD) for one molecule with the formula C6H9NO.

Its spin multiplicity is 1. The value obtained for the gap between HOMO and LUMO is 0.295 hartree. The value obtained for the highest occupied orbital energy is -7.1 eV. Its SMILES is Cc1[nH]cc(O)c1C.

Structure (XYZ):
```
17
C6H9NO | the OMol25 dataset | wB97M-V/def2-TZVPD
C 0.53230 -0.83805 1.91396
C -0.23044 -0.28744 0.76081
N -1.59743 -0.25922 0.76156
C -1.94796 0.63944 -0.27038
C -0.82867 0.77471 -1.08690
O -0.92488 1.34188 -2.29858
C 0.24792 0.08614 -0.51329
C 1.62147 -0.12709 -1.04447
H -0.11507 -1.06390 2.76613
H 1.03449 -1.76732 1.62558
H 1.29921 -0.12619 2.23392
H -2.15143 -0.35988 1.60354
H -2.81850 1.27163 -0.13840
H -0.07885 1.27074 -2.76644
H 1.79022 0.43028 -1.97012
H 1.79015 -1.18911 -1.25224
H 2.37748 0.20338 -0.32467
```

Mulliken atomic charge list, values in e, 6 entries: -1.247, 0.126, -0.150, -0.938, 0.840, -0.555

--- x ---
Density functional theory data (wB97M-V/def2-TZVPD) for one molecule with the formula C6H9NO.

Its spin multiplicity is 1. The value obtained for the gap between HOMO and LUMO is 0.366 hartree. The value obtained for the highest occupied orbital energy is -8.9 eV. Its SMILES is C1N[C@@H]2[C@@H]1C[C@@H]1O[C@H]21.

Structure (XYZ):
```
17
C6H9NO | the OMol25 dataset | wB97M-V/def2-TZVPD
C 2.08490 0.55539 0.09964
N 1.75399 -1.00224 0.01799
C 0.47080 -0.58822 -0.50596
C 0.52261 0.74694 0.23788
C -0.72988 1.52177 -0.10789
C -1.66730 0.31895 -0.23651
O -1.62623 -0.75700 0.84232
C -0.96127 -0.93692 -0.47038
H 2.56748 0.94150 -0.72907
H 2.60216 0.70845 0.99154
H 1.75327 -1.26728 0.98168
H 0.69382 -0.40524 -1.51991
H 0.38101 0.49562 1.27181
H -0.68826 2.09395 -1.10193
H -0.98578 2.25626 0.66983
H -2.73195 0.46443 -0.55547
H -1.17894 -1.92352 -0.97364
```

Mulliken atomic charge list, values in e, 6 entries: -0.644, -0.588, -0.145, 0.111, -0.870, -0.052

--- y ---
Density functional theory data (wB97M-V/def2-TZVPD) for one molecule with the formula C6H9NO.

Its spin multiplicity is 1. The value obtained for the gap between HOMO and LUMO (spin up / spin down) is 0.264 / 0.265 hartree. The value obtained for the highest occupied orbital energy (spin up / spin down) is -7.3 / -7.3 eV.

Structure (XYZ):
```
17
C6H9NO | the OMol25 dataset | wB97M-V/def2-TZVPD
C 1.25529 -0.95076 -0.13033
C 0.01343 -0.16064 0.15213
C -2.47504 -0.44408 -0.06262
C 0.12035 1.18497 0.86733
C -3.72538 -1.13434 0.30969
C 3.60171 -0.80609 -0.02828
N -1.24711 -0.50363 0.02009
O 2.37848 -0.21252 -0.09941
H -0.72874 1.79612 0.45251
H 1.11518 1.52277 0.98048
H -0.00749 0.86262 1.98226
H -4.11861 -1.82204 -0.41898
H -4.42269 -0.31205 0.23632
H -3.69727 -1.54395 1.28163
H 4.31286 -0.53209 0.88511
H 4.18334 -0.36947 -0.85084
H 3.50031 -1.86724 -0.28871
```

Mulliken atomic charge list, values in e, 6 entries: -0.835, 0.802, 0.317, -1.121, -0.918, -0.594

Short version: w is the most stable of them.

--- w ---
Density functional theory data (wB97M-V/def2-TZVPD) for one molecule with the formula C6H9NO.

Its spin multiplicity is 1. The value obtained for the gap between HOMO and LUMO is 0.365 hartree. The value obtained for the highest occupied orbital energy is -9.3 eV. Its SMILES is [H]/N=C/C=C(\C)C(C)=O.

Structure (XYZ):
```
17
C6H9NO | the OMol25 dataset | wB97M-V/def2-TZVPD
H -0.20398 2.90360 -2.12883
N -0.43243 2.31108 -1.33354
C 0.56635 1.78225 -0.74763
C 0.19974 1.13458 0.49550
C 0.46337 -0.18140 0.51875
C 1.68165 -0.88778 0.00667
C -0.58340 -1.06562 1.14028
C -1.79825 -1.11898 0.24381
O -0.50909 -1.62610 2.20088
H 1.61529 1.84997 -1.06152
H -0.68967 1.51816 0.97860
H 1.42352 -1.48871 -0.86694
H 2.46477 -0.18613 -0.26776
H 2.06407 -1.56096 0.77277
H -2.55817 -1.76821 0.67409
H -1.50661 -1.49887 -0.73380
H -2.19716 -0.11688 0.10867
```

Mulliken atomic charge list, values in e, 6 entries: 0.232, -0.605, -0.049, -0.344, 0.467, -1.326

--- x ---
Density functional theory data (wB97M-V/def2-TZVPD) for one molecule with the formula C6H9NO.

Its spin multiplicity is 1. The value obtained for the gap between HOMO and LUMO is 0.348 hartree. The value obtained for the highest occupied orbital energy is -8.5 eV. Its SMILES is C1OC12C[C@@H]1N[C@H]1C2.

Structure (XYZ):
```
17
C6H9NO | the OMol25 dataset | wB97M-V/def2-TZVPD
C -1.38365 -1.65779 1.00056
O 0.03801 -1.79258 1.03938
C -0.59179 -0.62403 0.37394
C 0.04921 0.61981 1.03050
C 0.97503 1.13760 -0.04433
N 1.09294 2.17078 -0.98142
C 0.08043 0.96798 -1.32771
C -0.22500 -0.62412 -1.17344
H -1.80741 -1.53668 1.89239
H -1.87100 -2.46783 0.45841
H -0.73645 1.42596 1.01033
H 0.47629 0.59744 1.99742
H 1.83334 0.54396 0.05166
H 2.09704 2.24715 -1.43738
H -0.70532 1.69397 -1.10151
H 0.54767 -1.31466 -1.84851
H -1.21432 -0.96085 -1.62506
```

Mulliken atomic charge list, values in e, 6 entries: -0.825, -0.488, 1.316, -1.243, 0.158, -0.546

--- y ---
Density functional theory data (wB97M-V/def2-TZVPD) for C6H9NO as an isolated structure.

Its spin multiplicity is 1. The value obtained for the gap between HOMO and LUMO is 0.291 hartree. The value obtained for the highest occupied orbital energy is -7.9 eV.

Structure (XYZ):
```
17
C6H9NO | the OMol25 dataset | wB97M-V/def2-TZVPD
C -2.38486 0.03400 0.48874
C 0.00764 0.23266 -0.30413
C 1.21600 -0.52406 -0.65449
N -0.25612 1.44740 -0.95422
C 1.81410 0.62691 0.54197
C -0.93534 -0.29622 0.54581
C 1.66335 -1.74783 -0.42091
O 2.87357 1.15208 0.31957
H 0.47020 2.14615 -1.03295
H -0.69582 1.38063 -1.86117
H 1.41145 0.77925 1.55833
H -0.63769 -1.11756 1.18099
H 1.34079 -2.57537 -1.03719
H 2.52874 -1.93300 0.20599
H -2.58395 1.10671 0.49504
H -2.88620 -0.34552 -0.40705
H -2.94584 -0.36622 1.33568
```

Mulliken atomic charge list, values in e, 6 entries: -1.323, 0.691, 0.120, -0.566, -0.262, -0.181

Short version: w is the most stable of them.